Record 1
Entry from the Open Molecules 2025 dataset: C20H19N3O6S in the gas phase in a non-equilibrium geometry (ωB97M-V/def2-TZVPD).

## Properties
LUMO energy = 0.2548 eV
Spin multiplicity = 1
Energy relative to the best compared isomer or geometry (same formula, charge and spin) = 40.2 kcal per mole
Frontier orbital gap = 9.2 eV
HOMO level = -8.98 eV

XYZ file:
```
49
Properties=species:S:1:pos:R:3:nbo_charge:R:1
C 5.41 1.13 -2.75 -0.660
C 4.40 0.61 -1.79 0.337
C 3.74 -0.58 -1.72 -0.377
C 2.93 -0.44 -0.56 0.324
N 2.06 -1.35 0.00 -0.631
C 1.71 -2.52 -0.57 0.683
O 2.18 -2.96 -1.60 -0.600
C 0.74 -3.39 0.24 -0.166
O -0.35 -2.75 0.90 -0.492
C -1.00 -1.80 0.24 0.783
O -0.71 -1.38 -0.84 -0.564
C -2.24 -1.39 0.99 -0.016
C -3.45 -2.01 0.67 -0.199
C -4.61 -1.64 1.31 -0.179
C -4.60 -0.66 2.29 -0.208
C -3.41 -0.03 2.60 -0.167
C -2.24 -0.39 1.95 -0.336
S -0.74 0.46 2.40 2.328
O 0.38 -0.34 1.95 -0.979
O -0.79 0.79 3.79 -0.926
N -0.82 1.91 1.54 -0.686
C 0.23 2.82 1.97 -0.435
C -0.98 1.71 0.14 0.178
C -2.27 1.54 -0.34 -0.244
C -2.48 1.31 -1.69 -0.196
C -1.41 1.25 -2.56 -0.199
C -0.12 1.42 -2.08 -0.181
C 0.09 1.66 -0.73 -0.260
N 3.10 0.74 -0.01 -0.200
O 4.02 1.40 -0.78 -0.280
H 5.45 0.49 -3.63 0.234
H 5.16 2.15 -3.04 0.234
H 6.40 1.15 -2.28 0.234
H 3.80 -1.43 -2.36 0.264
H 1.55 -1.00 0.82 0.456
H 0.35 -4.15 -0.44 0.215
H 1.31 -3.88 1.04 0.222
H -3.46 -2.78 -0.09 0.227
H -5.54 -2.13 1.05 0.223
H -5.51 -0.38 2.79 0.225
H -3.35 0.74 3.36 0.246
H 0.09 3.77 1.47 0.221
H 1.23 2.43 1.76 0.210
H 0.11 2.94 3.04 0.233
H -3.11 1.61 0.34 0.219
H -3.49 1.18 -2.06 0.212
H -1.57 1.05 -3.61 0.214
H 0.72 1.37 -2.75 0.215
H 1.10 1.77 -0.36 0.244
```

***

Record 2
Entry from the Open Molecules 2025 dataset: a molecular structure, C5H10N2 in a non-equilibrium geometry (ωB97M-V/def2-TZVPD).

## Properties
LUMO energy = 0.3475 eV
Spin multiplicity = 1
Energy relative to the best compared isomer or geometry (same formula, charge and spin) = 101.0 kcal per mole
Frontier orbital gap = 8.4 eV
HOMO level = -8.04 eV

XYZ file:
```
17
Properties=species:S:1:pos:R:3:nbo_charge:R:1
C 1.49 1.04 -1.39 -0.656
C 1.82 1.08 -0.07 0.335
N 2.65 1.22 0.84 -0.596
H 2.30 1.23 1.79 0.367
H 0.21 0.68 0.55 0.339
H -0.05 0.72 -1.44 0.218
H 1.79 0.16 -1.94 0.261
H 1.60 1.95 -1.96 0.263
C -0.81 -0.94 1.23 0.012
C -1.15 0.20 -0.88 -0.397
C -1.69 -1.94 1.11 -0.522
N -0.77 0.22 0.46 -0.596
H -0.06 -0.96 2.01 0.184
H -1.18 -0.77 -1.38 0.188
H -2.02 0.80 -1.09 0.195
H -1.70 -2.74 1.83 0.206
H -2.44 -1.96 0.33 0.198
```

***

Record 3
Entry from the Open Molecules 2025 dataset: a molecular structure, C16H27Br2N3O2RbS in a non-equilibrium geometry (ωB97M-V/def2-TZVPD).

## Properties
LUMO energy = 2.0185 eV
Spin multiplicity = 1
Net charge = -1
Frontier orbital gap = 4.2 eV
HOMO level = -2.15 eV

XYZ file:
```
52
Properties=species:S:1:pos:R:3:nbo_charge:R:1
Rb 0.00 0.00 0.00 0.781
Br -0.46 -0.33 3.12 0.026
C -2.03 -1.47 2.50 -0.462
Br -2.53 -1.84 0.56 0.039
H -2.91 -0.99 2.94 0.210
H -1.86 -2.45 2.95 0.222
O 0.04 4.64 0.00 -0.756
C -0.19 3.38 0.00 0.734
O 0.74 2.50 0.00 -0.793
C -1.72 2.97 0.00 0.105
C -2.65 4.02 0.00 -0.223
C -4.02 3.76 0.00 -0.183
C -4.46 2.45 0.00 -0.274
C -3.51 1.45 0.00 0.017
N -2.18 1.67 0.00 -0.464
H -2.29 5.05 0.00 0.249
H -4.73 4.59 0.00 0.205
H -5.52 2.21 0.00 0.208
H -3.80 0.40 0.00 0.198
C 7.51 1.81 -2.74 -0.598
C 6.12 1.50 -2.22 -0.401
C 5.05 2.29 -2.98 -0.394
C 3.63 1.97 -2.51 -0.214
N 3.38 2.43 -1.15 -0.616
C 3.16 1.67 -0.02 0.329
S 3.08 0.00 0.00 -0.283
N 3.02 2.48 1.08 -0.603
C 2.77 2.08 2.47 -0.225
C 3.85 2.63 3.41 -0.394
C 5.24 2.02 3.20 -0.396
C 5.32 0.56 3.62 -0.614
H 8.26 1.23 -2.19 0.204
H 7.75 2.87 -2.63 0.192
H 7.60 1.54 -3.80 0.193
H 6.08 1.74 -1.15 0.207
H 5.93 0.43 -2.32 0.209
H 5.13 2.07 -4.05 0.193
H 5.24 3.37 -2.86 0.184
H 3.42 0.90 -2.62 0.237
H 2.92 2.51 -3.15 0.189
H 3.42 3.43 -1.03 0.381
H 2.98 3.47 0.92 0.388
H 2.67 1.00 2.57 0.233
H 1.81 2.52 2.74 0.199
H 3.53 2.47 4.44 0.194
H 3.92 3.72 3.27 0.192
H 5.96 2.59 3.80 0.186
H 5.55 2.13 2.16 0.207
H 5.02 0.44 4.66 0.189
H 6.35 0.20 3.52 0.201
H 4.69 -0.07 3.00 0.229
H 0.79 -2.45 0.00 -0.838
```

***

Record 4
Entry from the Open Molecules 2025 dataset: a molecular structure, C8H63BO25Ta in a non-equilibrium geometry (ωB97M-V/def2-TZVPD).

## Properties
LUMO energy = 1.2792 eV
Spin multiplicity = 1
Net charge = -1
Frontier orbital gap = 6.0 eV
HOMO level = -4.72 eV

XYZ file:
```
98
Properties=species:S:1:pos:R:3:mulliken_charge:R:1
C -3.08 1.77 0.95 -1.253
C -3.91 0.52 1.29 -0.024
C -4.81 0.02 0.14 -0.579
C -5.01 -1.51 0.11 -0.459
O -4.50 -2.08 -1.09 -0.668
Ta -2.60 -2.80 -1.22 1.146
C -1.61 -0.76 -1.70 -1.241
C -0.21 -0.65 -1.07 0.901
C 0.37 0.78 -1.11 -0.726
O 1.76 0.85 -1.44 -0.413
C 2.62 0.67 -0.33 -0.371
O -2.10 -2.53 0.78 -0.545
B -1.54 -3.56 1.47 0.613
O -1.99 -3.83 2.77 -0.623
O -0.51 -4.37 1.00 -0.608
H -3.64 2.69 1.16 0.386
H -2.75 1.78 -0.10 0.300
H -2.18 1.81 1.57 0.238
H -3.26 -0.29 1.63 -0.045
H -4.56 0.79 2.13 0.482
H -5.79 0.48 0.24 0.419
H -4.44 0.34 -0.84 0.331
H -6.10 -1.68 0.09 0.334
H -4.63 -1.99 1.01 0.142
H -3.05 -4.55 -0.77 -0.159
H -2.87 -3.14 -3.00 -0.230
H -0.91 -3.45 -1.46 0.001
H -1.47 -0.64 -2.78 0.437
H -2.22 0.05 -1.27 -0.156
H -0.26 -0.96 -0.01 -0.098
H 0.49 -1.34 -1.55 -0.098
H -0.18 1.38 -1.85 0.416
H 0.22 1.25 -0.13 0.254
H 2.08 0.47 0.59 0.010
H 3.22 1.58 -0.18 0.185
H 3.30 -0.17 -0.51 0.217
H -1.22 -3.93 3.34 0.206
H 0.14 -3.82 0.54 0.254
O 2.36 -2.27 0.98 -0.158
H 3.19 -1.94 0.63 0.195
H 2.20 -1.67 1.73 0.145
O 3.50 0.75 -3.75 -0.654
H 2.94 0.84 -2.96 0.499
H 3.47 1.61 -4.18 0.288
O 2.35 -3.36 -1.85 -0.520
H 2.65 -2.83 -2.59 0.251
H 2.55 -2.86 -1.05 0.219
O 4.67 -1.36 2.49 -0.597
H 4.75 -0.64 3.12 0.299
H 4.60 -2.16 3.02 0.329
O 3.46 4.28 -1.19 -0.668
H 3.14 3.42 -1.50 0.371
H 4.30 4.08 -0.77 0.286
O 1.52 -4.49 3.27 -0.642
H 0.78 -4.95 2.87 0.321
H 2.05 -4.22 2.51 0.283
O -0.64 -5.16 -3.66 -0.576
H -1.01 -6.04 -3.82 0.275
H 0.18 -5.31 -3.18 0.278
O 2.16 6.33 -3.00 -0.629
H 2.63 5.60 -2.57 0.287
H 2.74 7.08 -2.84 0.335
O 2.43 -6.26 -1.83 -0.645
H 2.92 -6.47 -1.03 0.270
H 2.34 -5.30 -1.83 0.375
O 2.03 8.97 -5.04 -0.640
H 2.00 8.29 -4.37 0.298
H 1.10 9.12 -5.27 0.341
O 4.85 -4.32 3.35 -0.654
H 4.78 -5.24 3.60 0.302
H 4.75 -4.31 2.39 0.295
O -7.71 0.21 -1.29 -0.606
H -8.43 -0.29 -1.69 0.303
H -7.11 0.41 -2.01 0.308
O -5.80 -2.64 -4.24 -0.637
H -5.47 -2.12 -4.98 0.292
H -5.47 -2.17 -3.46 0.303
O 1.53 -0.28 2.91 -0.630
H 1.43 -0.94 3.61 0.297
H 0.63 -0.14 2.60 0.274
O -0.62 5.50 -2.24 -0.627
H 0.14 5.82 -2.73 0.327
H -0.61 6.01 -1.43 0.301
O 0.63 -1.32 5.50 -0.569
H 0.79 -0.68 6.20 0.220
H 0.64 -2.18 5.94 0.296
O 1.81 1.20 7.10 -0.630
H 2.07 1.87 6.45 0.290
H 2.04 1.60 7.95 0.302
O 1.13 9.68 -7.75 -0.636
H 1.92 9.45 -7.26 0.336
H 1.43 10.17 -8.52 0.302
O 0.35 -0.61 9.02 -0.614
H 0.64 0.06 8.38 0.374
H 0.52 -0.24 9.89 0.294
O 1.05 4.48 1.04 -0.626
H 0.31 4.06 0.58 0.300
H 1.63 4.77 0.34 0.326
```

***

- Which of these has the lowest LUMO energy?
  C20H19N3O6S